{"formula": "C3H4OS", "method": "ωB97M-V/def2-TZVPD", "elements": ["C", "C", "C", "H", "H", "H", "H", "O", "S"], "coordinates": [[-0.841, -0.150, -0.181], [0.106, 1.015, -0.104], [0.445, -1.117, -0.038], [0.328, 1.893, -0.684], [-0.007, 1.723, 0.901], [0.456, -1.599, 0.873], [0.757, -1.699, -0.827], [1.259, 0.040, 0.058], [-2.502, -0.106, 0.003]], "forces_ev_per_a": [[-1.644, 0.069, 0.420], [1.941, 0.319, 3.937], [-2.210, 3.768, 0.044], [-0.179, -0.477, -1.760], [-0.114, -2.358, -1.604], [-0.297, -1.478, 1.883], [0.199, -1.529, -1.940], [-0.511, 2.261, -0.427], [2.816, -0.575, -0.553]], "lumo_ev": -0.726, "relative_energy_kcal_mol": 64.8, "homo_ha": -0.335, "energy_ev": -16055.2990, "gap_ev": 8.40, "smiles": "S=C1COC1"}